Record 1
Formula: C4H17CuNO8S
Source: OMol25
Level of theory: the ωB97M-V functional and the def2-TZVPD basis

Summary:
Charge: -1
2S+1: 1

The geometry in XYZ format:
```
32
Properties=species:S:1:pos:R:3:forces:R:3:mulliken_charge:R:1
Cu -19.107168 -17.491251 -39.626826 -0.144 0.071 -0.192 0.21
S -23.261570 -15.774626 -43.655238 -2.258 0.623 0.417 1.24
O -23.511772 -16.415623 -44.965975 -1.572 -2.184 -0.634 -0.56
O -22.645702 -16.640816 -42.679938 0.261 -0.742 0.619 -0.62
O -22.325993 -14.879600 -44.298584 3.160 3.126 -0.083 -0.55
O -24.420988 -15.025946 -43.131450 0.564 -0.863 -0.171 -0.68
C -14.044937 -17.275616 -35.930445 1.680 2.215 0.110 -1.51
C -14.290359 -18.716109 -35.787677 0.860 -0.233 -0.964 0.63
C -13.291291 -19.306011 -34.764146 -1.234 -0.708 0.536 -0.68
O -12.053341 -19.655628 -35.354149 -0.025 0.734 0.731 -0.31
C -10.983277 -19.639533 -34.425561 0.390 -0.682 -0.025 -0.78
N -15.699312 -18.862126 -35.620498 -0.777 -1.296 0.591 -0.63
H -14.766938 -16.668029 -36.476019 -0.329 -0.412 0.178 0.39
H -13.091112 -17.046041 -36.405430 0.192 -0.307 -0.233 0.35
H -13.862796 -16.883459 -34.929879 -0.554 0.510 0.181 0.33
H -14.035986 -19.177518 -36.741870 0.008 -0.371 -0.095 0.19
H -13.742996 -20.171216 -34.278884 -0.133 -0.758 -0.333 0.32
H -13.218293 -18.670582 -33.881540 0.601 0.775 -0.137 0.31
H -10.838836 -18.720062 -33.858275 -0.096 0.606 -0.594 0.34
H -10.093132 -19.937512 -34.979602 0.053 0.428 -0.037 0.26
H -11.043471 -20.367473 -33.616504 -0.633 -0.582 -0.032 0.32
H -16.137835 -18.283107 -34.918682 0.306 0.234 0.141 0.22
H -15.923318 -19.821825 -35.399360 -0.311 -0.156 -0.023 0.23
O -17.324695 -20.951585 -40.833902 -0.178 0.079 -0.009 -0.63
H -16.452212 -20.695837 -41.133246 0.195 0.150 -0.108 0.31
H -17.188232 -21.782460 -40.378661 -0.026 -0.209 0.133 0.31
O -20.273142 -13.795017 -37.777115 0.011 -0.215 0.038 -0.63
H -20.301867 -13.427272 -36.893841 -0.046 0.058 0.225 0.30
H -19.895442 -13.098911 -38.314723 0.044 0.132 -0.254 0.32
O -16.585838 -15.567795 -42.427647 0.098 -0.137 0.250 -0.65
H -15.965416 -15.764523 -43.129502 0.097 -0.097 -0.192 0.31
H -16.820878 -14.650177 -42.565324 -0.205 0.211 -0.034 0.32
```
Positions in Å, forces in eV/Å.

---

Record 2
Formula: C5H7N4
Source: OMol25
Level of theory: the ωB97M-V functional and the def2-TZVPD basis

Summary:
Charge: +1
SMILES string: C#[N+][C@@H]1C[C@@H]2NN2C=N1
2S+1: 1
Energy above the lowest of the compared OMol25 structures with the same formula, charge and spin: 435.2 kJ/mol

The geometry in XYZ format:
```
16
Properties=species:S:1:pos:R:3:forces:R:3:mulliken_charge:R:1
C 0.787502 -1.255559 2.364857 -0.902 -0.332 -2.454 0.20
N 0.576703 -1.205915 1.228823 0.575 0.327 4.218 -0.03
C 0.340124 -1.043511 -0.157238 0.328 -1.626 -2.203 -0.32
C 1.072823 0.183532 -0.672137 -1.634 2.046 -0.965 -0.29
C 0.133417 1.412345 -0.683230 -0.920 -2.251 0.677 -0.14
N -0.709236 1.648518 0.422808 -0.026 1.136 0.049 -0.51
N -1.326014 1.259260 -0.932554 1.487 -0.441 1.269 -0.32
C -1.750364 -0.107552 -0.821238 -0.073 2.980 -0.974 0.17
N -1.118897 -1.084546 -0.417496 1.836 -3.125 0.846 -0.54
H 0.855462 -1.397675 3.442246 0.200 0.132 -0.368 0.48
H 0.855094 -2.031107 -0.561390 -1.333 1.845 0.380 0.35
H 1.893589 0.555373 -0.051490 0.439 -0.722 -0.542 0.34
H 1.198356 0.200523 -1.777434 1.051 -1.188 0.812 0.32
H 0.598323 2.143828 -1.273110 0.208 1.716 -0.189 0.51
H -0.652764 0.847482 1.074505 -0.455 0.362 -0.647 0.33
H -2.754119 -0.124997 -1.185920 -0.781 -0.859 0.090 0.44
```
Positions in Å, forces in eV/Å.

---

Record 3
Formula: C4H7FS2
Source: OMol25
Level of theory: the ωB97M-V functional and the def2-TZVPD basis

Summary:
SMILES string: F[C@]1(CS)C[C@@H]1S
2S+1: 1
Energy above the lowest of the compared OMol25 structures with the same formula, charge and spin: 78.5 kJ/mol

The geometry in XYZ format:
```
14
Properties=species:S:1:pos:R:3:forces:R:3:mulliken_charge:R:1
F 1.047618 -0.397918 1.340464 0.171 0.482 0.207 -0.33
C 0.105294 -0.687997 0.416115 -1.080 -1.085 -1.610 0.93
C -1.294850 -0.617158 0.922172 -1.288 0.651 0.932 -0.92
S -2.093336 1.078340 0.896880 0.109 -1.000 -0.447 -0.21
C 0.512122 -1.746336 -0.594183 0.331 1.281 0.531 -0.99
C 0.317260 -0.302099 -1.033455 0.214 -0.243 -0.141 -0.23
S 1.785681 0.617982 -1.513683 -0.722 0.404 0.231 -0.25
H -2.021176 -1.271183 0.461326 0.192 -0.102 -0.952 0.35
H -1.425530 -0.948793 1.943016 0.743 -0.016 0.480 0.47
H -1.003179 1.631363 1.372349 0.525 0.591 0.374 0.13
H 1.532236 -2.024776 -0.466728 0.669 -0.225 0.043 0.32
H -0.102089 -2.531746 -0.955600 -0.761 -0.348 -0.111 0.27
H -0.579715 -0.119184 -1.651487 0.509 0.083 0.651 0.34
H 1.254427 1.825973 -1.162101 0.388 -0.471 -0.189 0.12
```
Positions in Å, forces in eV/Å.

---

Record 4
Formula: C32H45BClN8O7PS
Source: OMol25
Level of theory: the ωB97M-V functional and the def2-TZVPD basis

Summary:
SMILES string: CCB(O)c1c(CCCCCCCSc2nnco2)c(C)c(CC(=O)N(C)C)c2nc(CC(=O)Cl)c(P(=O)(O)O)nc12.CC#N.CC#N.CC#N
2S+1: 1
Energy above the lowest of the compared OMol25 structures with the same formula, charge and spin: 451.8 kJ/mol

The geometry in XYZ format:
```
96
Properties=species:S:1:pos:R:3:forces:R:3:mulliken_charge:R:1
C 6.468917 0.153216 2.588016 0.106 0.943 0.047 -1.13
C 4.906344 0.369156 2.674359 0.373 -1.197 0.125 -0.30
B 4.107298 -0.174011 1.367331 0.061 1.113 0.555 -0.02
O 4.787039 -0.609101 0.216188 -0.914 -0.510 1.422 -0.28
C 2.486288 -0.122626 1.494566 -1.648 -1.187 -0.283 0.07
C 1.718252 -1.335284 1.813406 -0.486 3.322 0.091 -0.22
C 2.412370 -2.729876 1.991613 -0.985 -0.119 -1.136 -1.28
C 2.382877 -3.438059 0.536466 0.161 0.612 0.047 -0.77
C 3.791710 -3.507332 -0.180156 -0.314 -1.314 -1.038 -0.63
C 3.769925 -2.886892 -1.648292 -0.280 -0.318 0.202 -0.24
C 5.122494 -3.084675 -2.435455 0.375 0.292 -0.353 -0.89
C 6.088708 -1.832431 -2.431975 0.220 -0.407 -0.399 -0.48
C 5.421866 -0.486024 -2.914539 -0.252 0.747 1.620 -0.33
S 6.209456 0.211344 -4.449075 -1.133 0.408 -0.393 -0.21
C 4.851640 1.163412 -5.181975 0.043 0.872 0.216 0.54
N 4.813254 2.430150 -5.686577 -0.872 -4.163 1.426 -0.40
N 3.503072 2.548025 -6.072246 -2.583 -0.915 -0.453 -0.32
C 2.787580 1.446078 -5.819530 3.211 1.494 0.351 0.05
O 3.640062 0.516559 -5.218329 -0.057 1.249 -0.752 -0.22
C 0.206451 -1.141618 1.949939 0.422 1.476 0.083 1.16
C -0.683455 -2.388656 2.284132 0.456 0.392 -0.876 -2.17
C -0.426679 0.176282 1.774878 1.575 -1.694 -0.167 0.94
C -1.961854 0.340593 1.966718 0.197 1.290 0.133 -1.01
C -2.753504 0.681362 0.658073 0.181 -0.224 -0.093 0.15
O -2.361441 0.373572 -0.445250 -0.274 0.226 0.903 -0.61
N -4.042166 1.370817 0.860617 0.289 -0.250 -0.385 0.15
C -5.173320 0.555994 0.368747 -0.555 -0.032 0.628 -0.97
C -4.018039 2.727310 0.271761 -0.120 0.549 0.808 -0.84
C 0.376653 1.402136 1.407779 -0.871 -2.779 0.797 0.50
N -0.339976 2.580942 1.234194 4.374 0.300 -0.751 -0.17
C 0.533039 3.561145 0.866962 -0.430 1.025 -0.139 0.12
C -0.115309 4.981487 0.576224 -0.052 -2.119 1.214 -0.58
C 0.341045 6.101913 1.572618 -0.062 1.570 -1.607 0.47
O 0.209017 7.238940 1.219281 0.036 -0.983 0.612 -0.45
Cl 1.079345 5.807172 3.185258 -0.671 -0.569 -0.862 -0.13
C 2.017951 3.437682 0.708831 -1.165 -1.342 -0.093 0.43
P 3.130717 4.868862 0.184341 2.766 0.037 0.690 0.84
O 3.700292 5.589636 1.345971 -1.221 -0.435 -1.299 -0.65
O 4.427846 4.120459 -0.596273 -2.947 0.760 -0.154 -0.50
O 2.419708 5.845036 -0.959445 0.499 -2.103 0.923 -0.50
N 2.669667 2.261814 0.936825 -2.489 1.038 -0.280 -0.21
C 1.832162 1.215831 1.274271 -0.271 -0.900 0.398 0.02
H 6.885968 0.750556 1.727998 -0.372 -0.634 0.776 0.27
H 6.981876 0.542275 3.514823 -0.505 -0.537 -0.914 0.35
H 6.779270 -0.916154 2.440941 -0.425 0.847 0.193 0.24
H 4.629717 1.442325 2.901062 0.305 -1.120 -0.390 0.36
H 4.513510 -0.240498 3.548135 0.297 0.727 -0.732 0.28
H 5.489177 -1.229699 0.488388 0.085 0.841 -0.278 0.07
H 3.449999 -2.665567 2.414822 -0.878 0.175 -0.536 0.44
H 1.837491 -3.426194 2.660509 0.539 1.078 -0.372 0.53
H 1.709261 -2.821587 -0.130218 0.590 -0.643 0.773 0.41
H 1.889860 -4.451037 0.619653 0.757 1.000 -0.085 0.41
H 4.019728 -4.608041 -0.340063 -0.036 1.164 0.308 0.49
H 4.631028 -3.110791 0.446529 -0.842 -0.207 -0.545 0.19
H 2.959625 -3.397984 -2.254170 0.767 0.408 0.883 0.37
H 3.444433 -1.812570 -1.566420 0.542 -0.962 -0.152 0.04
H 4.942248 -3.343487 -3.523387 -0.080 0.306 1.197 0.32
H 5.699680 -3.964986 -2.017321 -0.679 0.914 -0.346 0.36
H 6.546723 -1.722527 -1.406826 -0.550 0.169 -1.073 0.03
H 6.951415 -2.058977 -3.124497 -0.784 0.123 0.724 0.56
H 5.619124 0.282811 -2.109110 -0.297 -0.784 -0.929 0.18
H 4.298788 -0.536705 -2.991098 1.291 -0.160 -0.301 0.34
H 1.723114 1.199161 -6.000095 1.127 0.311 0.212 0.37
H -0.108704 -3.255266 2.695339 -0.445 0.930 -0.321 0.17
H -1.519636 -2.178021 2.992586 0.808 -0.122 -0.717 0.58
H -1.102433 -2.739272 1.291489 0.204 0.308 1.173 0.22
H -2.477272 -0.523073 2.458119 0.585 0.665 -0.519 0.20
H -2.106457 1.223916 2.660951 -0.050 -0.947 -0.750 0.37
H -6.125967 1.147324 0.528935 1.080 -0.554 -0.236 0.36
H -5.282906 -0.344860 1.037955 0.267 0.834 -1.000 0.38
H -5.105939 0.270254 -0.717679 0.040 0.132 0.883 0.30
H -3.268270 3.327214 0.867148 -0.613 -0.534 -0.910 0.14
H -5.024960 3.194668 0.488475 1.070 -0.499 -0.430 0.41
H -3.793545 2.757106 -0.829768 -0.162 -0.043 0.902 0.31
H -1.234263 4.878347 0.716680 1.248 0.044 -0.036 0.02
H 0.047463 5.223713 -0.501237 0.064 0.472 1.193 0.30
H 4.072949 3.821972 -1.462381 0.754 -0.094 0.448 0.30
H 2.187722 5.273666 -1.719204 -0.022 0.588 0.133 0.37
C -8.417148 -1.461664 -1.591382 0.367 -0.080 0.468 -0.70
C -7.599681 -1.698051 -0.376691 -0.298 0.041 -0.387 0.49
N -6.966666 -1.881367 0.565494 -0.394 -0.103 -0.306 -0.52
H -7.867298 -0.833345 -2.292039 0.008 -0.029 0.078 0.28
H -8.650322 -2.411197 -2.072304 -0.002 0.041 0.078 0.30
H -9.347318 -0.963204 -1.320601 0.043 -0.069 -0.010 0.13
C -4.352317 -3.995984 0.649525 0.335 -0.108 0.512 -0.61
C -3.515117 -4.188328 1.857626 -0.339 -0.024 -0.412 0.38
N -2.863977 -4.337513 2.793093 -0.270 -0.072 -0.191 -0.43
H -3.830352 -3.358065 -0.064692 -0.004 -0.009 0.067 0.26
H -4.556603 -4.960231 0.183950 0.060 0.028 0.058 0.36
H -5.295481 -3.525061 0.924027 0.084 0.011 0.009 0.11
C -11.825801 -0.081046 0.548091 -0.205 -0.497 -0.346 -0.68
C -12.231890 -1.262908 -0.253421 0.126 0.403 0.286 0.31
N -12.546164 -2.178140 -0.874057 0.144 0.245 0.134 -0.37
H -12.148605 -0.206210 1.581209 0.023 -0.025 -0.069 0.28
H -10.741522 0.028417 0.525093 -0.059 -0.024 0.027 0.22
H -12.283574 0.818993 0.138350 0.011 -0.075 0.000 0.26
```
Positions in Å, forces in eV/Å.

---

For the records above, the corresponding largest force on an atom values read 4.45 4.27 2.22 4.49 eV/Å.
For the records above, the corresponding calculated total energy values read -2857.7183 -413.2996 -1052.8014 -3435.6181 hartree.